Computed, not measured: 2 unconnected molecules or ions with the total composition C20H29BrI2N3O2 at a distorted geometry, with ωB97M-V/def2-TZVPD.

```
57
Properties=species:S:1:pos:R:3
C -3.194 2.523 2.293
C -3.268 1.387 1.325
N -3.961 0.362 1.631
C -2.585 1.529 -0.032
N -1.321 2.245 -0.097
C -1.251 3.288 -1.116
C -1.187 4.804 -0.735
C 0.038 5.512 -1.315
Br -1.296 5.217 1.160
C -0.066 1.445 0.037
C -0.179 0.557 1.295
C -0.811 -0.846 1.275
C 0.034 -1.938 0.615
C -1.067 -1.263 2.746
C 1.061 2.580 0.324
O 1.649 3.006 -0.679
O 1.164 2.883 1.495
C 0.382 0.661 -1.202
I -0.989 0.396 -2.811
C 1.566 0.106 -1.447
C 1.986 -0.628 -2.695
I 3.120 0.162 -0.037
H -3.396 3.475 1.806
H -2.196 2.604 2.724
H -3.920 2.359 3.089
H -3.909 -0.332 0.882
H -2.536 0.522 -0.454
H -3.311 2.067 -0.651
H -0.381 3.116 -1.747
H -2.120 3.198 -1.775
H -2.077 5.279 -1.142
H 0.879 5.447 -0.629
H 0.351 5.013 -2.234
H -0.193 6.558 -1.522
H 0.806 0.470 1.757
H -0.747 1.175 1.988
H -1.783 -0.867 0.784
H 1.047 -1.953 1.014
H 0.057 -1.875 -0.471
H -0.411 -2.914 0.844
H -0.311 -1.983 3.073
H -2.036 -1.754 2.851
H -1.037 -0.411 3.424
H 1.443 -1.572 -2.790
H 1.805 -0.013 -3.578
H 3.049 -0.857 -2.667
N 1.923 -4.210 -0.525
C 1.402 -5.420 -0.342
C 2.144 -6.591 -0.393
C 3.502 -6.498 -0.655
C 4.056 -5.244 -0.852
C 3.227 -4.133 -0.772
H 0.336 -5.450 -0.142
H 1.667 -7.548 -0.233
H 4.116 -7.389 -0.706
H 5.110 -5.123 -1.063
H 3.620 -3.133 -0.921
```

Output
Calculated total energy (eV): -116020.092
Gap between HOMO and LUMO (Eh): 0.26055
Charge: -1

Atomic partial charges in e from the natural (NBO) method, atoms 1 to 8:
1. C -0.6882
2. C 0.3451
3. N -0.6630
4. C -0.2999
5. N -0.4670
6. C -0.2516
7. C -0.2290
8. C -0.6304